ORCA calculation (wB97M-V/def2-TZVPD) on a cluster of 21 separate species, C37H116N22O21 in total.

Structure (XYZ):
```
196
Properties=species:S:1:pos:R:3:forces:R:3:mulliken_charge:R:1
C 5.1486 -0.8711 5.9665 -2.5 1.8 -1.1 0.723
O 4.4543 -1.8511 5.8068 -1.7 -1.1 -0.2 -0.915
N 6.3150 -1.0050 6.4696 4.6 -0.6 1.9 -0.423
N 4.8111 0.4188 5.6580 -0.3 0.0 -0.3 -0.327
H 6.9833 -0.2506 6.5356 -0.1 -0.4 0.3 0.157
H 6.4905 -1.9076 6.8875 0.4 0.3 -0.2 0.262
H 3.8330 0.6653 5.6069 0.3 0.0 -0.3 0.215
H 5.5108 1.1291 5.8190 -0.6 0.1 0.0 0.165
C -6.5137 -1.7204 -3.4234 1.7 1.7 1.8 0.562
O -7.3569 -1.2253 -2.7441 -2.8 2.2 2.9 -0.736
N -6.8416 -2.4055 -4.4313 -1.6 -3.8 -4.8 -0.422
N -5.2243 -1.5776 -3.2299 3.1 1.0 0.8 0.226
H -7.8090 -2.6827 -4.3451 0.2 -0.4 -0.7 0.275
H -6.1359 -3.0112 -4.8251 -0.6 -0.2 -0.3 0.228
H -4.9273 -0.8806 -2.5620 0.0 -0.4 -0.1 -0.172
H -4.5224 -1.9793 -3.8348 0.0 0.1 0.3 -0.051
C 0.5038 -0.3876 0.2669 -2.1 3.1 2.2 -1.595
O 1.3131 -1.0782 -0.1860 5.7 -5.0 -3.4 -0.125
N -0.5643 -0.0039 -0.3228 -4.6 0.9 -3.9 2.138
N 0.5532 0.2207 1.4214 1.2 0.5 3.0 2.256
H -0.7622 -0.2783 -1.2744 0.1 0.0 0.1 -0.556
H -1.1484 0.6711 0.1498 -0.4 -0.1 -0.3 -0.732
H 1.3544 -0.0170 1.9886 -0.5 -0.1 0.7 -0.560
H -0.3753 0.4923 1.7116 0.5 0.4 1.3 -0.409
C 1.1839 -3.7786 4.8896 -3.3 -1.5 0.8 0.706
O 0.5562 -4.0393 3.8751 -1.1 -1.2 -1.9 -0.761
N 0.9627 -4.2937 6.0721 -1.0 -3.0 2.5 -0.471
N 1.8813 -2.7464 4.9672 3.7 4.3 -0.6 -0.111
H 1.3486 -3.8205 6.8767 -0.5 -0.5 -0.1 0.134
H 0.2158 -4.9708 6.1332 0.3 0.1 0.4 0.270
H 2.5550 -2.5959 5.7044 0.1 0.3 -0.5 0.259
H 1.9800 -2.4057 4.0215 1.1 1.2 0.2 0.020
C -3.9032 -2.2417 1.1103 -3.3 -1.7 0.4 0.210
O -4.6001 -1.8593 2.0096 -1.1 2.9 3.8 -0.839
N -2.6837 -2.0313 0.9031 6.2 1.7 -0.4 1.595
N -4.5033 -3.0520 0.2994 -2.0 -2.8 -3.4 -0.213
H -2.2082 -2.4288 0.1056 0.0 0.0 0.2 -0.257
H -2.1516 -1.6122 1.6522 0.1 0.2 -0.2 -0.668
H -5.4591 -3.2385 0.5673 0.3 -0.2 -0.5 0.198
H -4.0206 -3.4894 -0.4725 -0.3 0.0 -0.1 -0.022
C -5.7885 1.8074 -1.4236 -1.8 -1.3 -1.7 0.707
O -4.8798 2.4360 -1.0440 4.8 3.5 2.5 -0.807
N -6.5210 2.1682 -2.4447 -1.6 3.3 -2.9 -0.481
N -6.1076 0.6618 -1.0022 -1.3 -4.9 2.4 -0.256
H -7.3662 1.7363 -2.7899 0.3 0.0 0.3 0.197
H -6.3915 3.1625 -2.5656 -0.6 0.0 -0.8 0.216
H -5.4322 0.1113 -0.4915 -0.5 -0.1 0.2 0.021
H -6.9273 0.2812 -1.4531 0.4 -1.3 0.4 0.151
C -3.2534 1.7967 1.8330 1.9 0.0 -0.1 -0.170
O -2.0912 1.3660 1.6770 -0.4 -0.5 -0.2 -0.280
N -3.5082 3.0670 1.7603 0.8 4.4 -0.2 0.091
N -4.3267 1.1324 2.0872 -2.3 -3.4 0.2 -0.072
H -2.7070 3.6594 1.5958 -0.4 0.2 0.1 -0.214
H -4.4056 3.4785 1.9738 0.4 -0.1 -0.2 0.169
H -5.2285 1.5791 2.1719 0.4 -0.2 -0.1 0.193
H -4.3085 0.1424 1.8881 -0.3 -0.5 0.8 -0.268
C -2.2674 4.0727 -2.0111 3.3 1.5 -0.7 0.406
O -1.3185 4.7350 -2.4307 1.0 0.7 -0.9 -0.873
N -3.4987 4.3551 -2.2245 -3.1 2.0 -1.5 -0.203
N -2.1106 3.0340 -1.2652 0.7 -3.9 2.5 0.750
H -4.1502 3.6604 -1.8884 -1.0 0.7 0.0 0.306
H -3.6412 5.2796 -2.6054 -0.6 -0.4 0.0 0.202
H -2.9593 2.5717 -0.9720 0.4 -0.4 0.3 0.119
H -1.2148 2.5987 -1.0976 -0.2 0.3 -0.1 -0.429
C 3.5003 -1.9540 2.3562 -1.0 -0.2 -2.3 0.314
O 2.5986 -1.4180 2.9423 -2.8 2.4 0.4 -0.963
N 4.5880 -2.2475 2.9664 4.1 -1.5 0.7 -0.026
N 3.4741 -2.2780 1.0449 0.3 -0.2 0.0 0.145
H 4.6386 -2.2945 3.9741 0.0 0.0 0.0 0.279
H 5.2376 -2.6967 2.3369 0.6 -0.1 1.0 0.109
H 2.6271 -2.0291 0.5544 -0.1 0.0 -0.5 -0.113
H 4.1376 -2.9808 0.7518 -0.5 0.2 -0.5 0.276
C -1.5385 -0.6644 -3.7977 3.6 -0.7 0.8 -0.188
O -1.9668 -1.7685 -3.8185 -3.3 -5.4 -0.4 -0.955
N -2.1862 0.3878 -3.9597 -4.3 4.5 -1.0 0.325
N -0.2722 -0.5201 -3.5243 3.1 0.4 0.6 2.465
H -1.6651 1.2313 -4.1520 -0.5 0.7 -0.1 0.115
H -3.1669 0.2006 -4.1122 0.0 1.0 -0.3 0.310
H 0.1677 0.3886 -3.5544 0.3 -0.3 0.0 -0.568
H 0.2424 -1.3869 -3.5861 0.7 0.7 0.2 -1.380
C -1.8254 -0.9127 4.6082 -2.3 1.1 0.8 0.642
O -2.7794 -0.1578 4.7776 -0.4 0.4 -0.2 -0.792
N -0.6121 -0.5992 4.9936 3.1 0.9 0.5 -0.201
N -1.9649 -2.1304 4.1403 -0.2 -2.7 -1.5 -0.185
H -0.4540 0.2824 5.4603 -0.1 -0.2 -0.3 0.180
H 0.1754 -1.1325 4.6539 0.1 0.1 0.3 0.147
H -2.8778 -2.5417 4.0076 0.0 0.5 -0.1 0.208
H -1.1634 -2.7257 3.9878 0.0 -0.2 0.1 0.067
C -3.9834 -4.7291 -3.3680 0.3 -2.1 1.2 -1.387
C -2.7017 -4.6849 -2.5117 0.0 1.7 -1.8 -0.237
O -2.6555 -3.4169 -1.8579 0.0 -1.1 1.4 0.880
H -4.8025 -4.6950 -2.6497 -0.4 0.4 -0.3 0.295
H -3.9723 -5.7638 -3.7108 -0.4 -0.1 -0.5 0.505
H -4.1479 -4.0856 -4.2323 0.6 0.3 0.3 0.053
H -1.8333 -4.7789 -3.1638 0.2 0.1 -0.2 0.351
H -2.6093 -5.5368 -1.8380 -0.5 0.3 0.4 0.308
H -2.2467 -2.7720 -2.4398 0.1 0.4 -0.8 -0.446
C 1.0616 3.6565 -5.9568 -0.4 1.2 -1.1 -1.641
C 0.9615 2.8142 -4.7336 1.2 0.4 1.0 0.664
O -0.3603 2.6289 -4.2949 -0.5 -1.4 -0.4 -0.595
H 2.0531 3.7895 -6.3897 0.2 -0.6 0.1 0.392
H 0.7570 4.6929 -5.8111 -0.2 0.1 0.6 0.422
H 0.3637 3.3355 -6.7301 0.2 -0.5 -0.1 0.362
H 1.5355 3.2231 -3.9021 0.1 0.6 0.1 0.183
H 1.5010 1.8736 -4.8450 -0.7 -0.5 -0.4 -0.191
H -0.7387 3.4272 -3.9194 0.2 0.8 0.5 0.091
C 1.1280 -0.3834 -6.5298 0.5 -1.0 -1.3 0.293
C 1.2729 -1.2851 -7.8381 0.8 0.4 2.2 -0.647
O 2.5470 -1.0098 -8.5554 -2.4 -0.2 0.6 -0.514
H 1.7372 -0.8014 -5.7284 0.4 0.3 -0.1 -0.428
H 0.1206 -0.4236 -6.1156 -0.2 0.1 -0.4 0.060
H 1.4248 0.6354 -6.7792 -0.1 0.0 0.2 0.241
H 0.3232 -1.2248 -8.3697 0.5 0.4 -0.9 0.437
H 1.3134 -2.3116 -7.4738 0.2 -0.2 -0.2 0.237
H 2.2502 -0.7949 -9.4428 0.3 0.1 -0.2 0.308
C -1.9773 3.8726 6.0931 -0.4 0.1 0.4 -0.397
C -3.3017 3.0733 6.1392 1.4 0.1 0.0 -0.335
O -3.0607 1.7394 6.5376 -0.5 1.2 0.8 -0.550
H -2.2377 4.9308 6.0715 0.3 0.2 -0.3 0.387
H -1.2864 3.6068 5.2931 -0.3 0.0 -0.5 -0.298
H -1.3810 3.7111 6.9911 -0.3 -0.1 0.3 0.385
H -3.7937 3.1150 5.1674 -0.1 0.0 -0.2 0.077
H -3.9492 3.6079 6.8342 -0.1 -0.4 0.3 0.390
H -2.7090 1.2755 5.7743 -0.2 -0.9 -0.5 0.302
C 0.5382 -3.6120 -1.9096 -0.5 -0.1 -1.1 0.548
C 1.5741 -3.3226 -3.0468 -1.5 -1.8 0.8 -0.029
C 1.0376 -3.5523 -4.4865 -0.1 -0.1 0.6 -1.213
O 2.0041 -2.0349 -2.9267 0.8 1.9 -0.5 -0.160
H -0.3919 -3.0450 -1.9503 0.4 0.6 -0.3 -0.615
H 0.9851 -3.3918 -0.9402 0.0 -0.5 0.0 -0.472
H 0.1285 -4.6159 -2.0220 0.6 -0.4 0.4 0.732
H 2.3859 -3.9782 -2.7314 0.4 -0.5 -0.8 0.364
H 0.9530 -4.6117 -4.7288 0.1 0.0 0.0 0.478
H 1.5945 -3.0470 -5.2756 0.6 -0.2 0.3 0.145
H 0.0418 -3.1203 -4.5852 -0.3 -0.1 0.2 0.214
H 1.8072 -1.7294 -2.0382 0.1 0.5 0.6 -0.003
C -2.0140 6.1175 2.7119 0.3 -1.5 -0.9 -0.566
C -0.8640 6.9314 3.2130 -1.2 -1.2 0.1 1.324
C -0.9552 8.3359 2.9287 -0.1 3.0 -0.3 -1.654
O -0.9472 6.8515 4.6182 1.0 -0.3 1.0 -0.604
H -1.7330 5.1115 3.0235 -0.4 -0.4 0.1 -0.160
H -2.0088 6.0524 1.6239 -0.3 0.3 -0.2 0.422
H -3.0009 6.3264 3.1249 0.2 0.4 0.0 0.352
H 0.0374 6.4764 2.8023 0.4 0.1 0.1 -0.500
H -0.1624 8.8383 3.4829 0.2 0.2 -0.3 0.372
H -1.8733 8.7439 3.3514 -0.2 -0.1 0.1 0.370
H -0.9639 8.6413 1.8824 0.3 -0.3 -0.1 0.358
H -0.4110 6.0993 4.8794 -0.2 -0.1 0.4 0.376
C 5.8716 2.7185 -0.3259 -1.0 0.8 -1.0 -1.218
C 6.5211 1.4306 0.0059 2.1 -0.7 -0.3 0.688
C 5.7819 0.5888 0.9503 -2.0 -1.0 0.0 -0.866
O 6.8199 0.5787 -1.1842 -0.1 0.5 1.8 -0.637
H 4.7862 2.6460 -0.3950 -0.2 -0.3 0.0 0.066
H 6.1742 3.0360 -1.3238 0.3 0.2 0.1 0.337
H 6.0638 3.4991 0.4102 0.2 -0.1 0.0 0.442
H 7.4582 1.6706 0.5084 0.5 0.0 -0.4 0.362
H 4.9542 0.1583 0.3867 -0.3 -0.2 -0.1 -0.160
H 5.2702 1.1867 1.7044 0.4 -0.1 0.4 0.297
H 6.3040 -0.2837 1.3432 0.3 0.4 0.2 0.305
H 7.7223 0.7156 -1.4817 0.2 0.3 0.2 0.283
C -1.0689 -6.1467 1.1002 0.1 -1.9 -1.3 -0.639
C 0.3233 -6.6979 1.4397 -1.2 2.6 1.3 0.122
C 1.4073 -5.8296 0.8237 0.2 -0.3 -0.4 -0.703
O 0.3339 -6.5500 2.8823 0.9 -2.0 -0.7 -0.602
H -1.1706 -6.2272 0.0180 -0.1 1.0 -0.4 0.138
H -1.2581 -5.1716 1.5490 0.1 -0.1 -0.3 0.011
H -1.8169 -6.8864 1.3856 -0.1 0.2 0.7 0.403
H 0.4900 -7.7200 1.0997 -0.3 -0.2 0.5 0.418
H 2.3521 -6.2577 1.1587 0.3 0.4 -0.2 0.355
H 1.3488 -4.7635 1.0432 -0.1 0.0 0.7 -0.128
H 1.3384 -5.8166 -0.2640 0.2 -0.5 -0.2 0.375
H 0.3891 -5.6107 3.0729 0.1 0.6 0.3 0.424
C 5.1466 -1.0828 -4.4169 -0.6 -1.0 -0.3 -1.168
C 4.8219 0.3177 -4.0080 0.4 1.7 -0.5 0.475
C 3.8044 0.5437 -2.9533 -2.0 -0.1 0.7 -0.025
O 5.9931 0.9271 -3.5456 1.2 0.7 -0.8 -0.586
H 5.7308 -1.0161 -5.3348 0.3 -0.3 0.2 0.367
H 4.2866 -1.7197 -4.6238 -0.4 0.2 -0.2 0.090
H 5.6637 -1.6272 -3.6268 0.4 0.2 0.0 0.290
H 4.6174 0.9190 -4.8939 -0.6 -0.2 -0.3 0.256
H 4.1886 0.0952 -2.0371 -0.6 -0.5 0.2 0.006
H 2.7965 0.2506 -3.2469 0.1 -1.4 0.1 -0.418
H 3.4697 1.5399 -2.6640 1.3 0.9 -0.3 0.306
H 6.2343 0.5412 -2.7003 -0.2 0.1 0.3 0.490
C 1.7328 2.8465 3.6160 -0.3 -0.5 0.4 -0.769
C 1.9888 3.2946 2.1967 -1.4 1.7 0.5 0.789
C 0.6997 3.4111 1.3769 0.3 -1.3 -0.3 -0.369
O 2.4925 4.6201 2.1897 1.8 0.5 0.2 -0.654
H 2.6290 2.8901 4.2348 0.1 -0.1 -0.1 0.403
H 1.2879 1.8522 3.6554 0.3 -0.3 -0.1 0.093
H 0.9566 3.4296 4.1114 0.0 0.6 -0.1 -0.097
H 2.7233 2.6522 1.7111 0.0 0.1 0.0 -0.174
H 1.0719 3.1660 0.3822 -0.9 -0.6 -0.3 0.183
H 0.2461 4.3888 1.2141 0.4 0.4 0.8 0.461
H -0.0346 2.7482 1.8345 -0.2 -0.2 -0.9 -0.308
H 1.9372 5.1638 2.7533 -0.1 0.0 0.0 0.338
```
Positions in Å, forces in eV/Å.

=====

ORCA calculation (wB97M-V/def2-TZVPD) on a structure of composition HN2O4S.

Properties
Relative energy (zero: lowest compared OMol25 entry of this formula, charge and spin) ... 74.35 kJ/mol
Net charge ... -1

Structure (XYZ):
```
8
Properties=species:S:1:pos:R:3:forces:R:3:mulliken_charge:R:1
N 1.5799 0.7789 0.5128 -0.1 2.2 -0.2 0.028
N 0.4748 0.7468 -0.1369 -2.0 -2.5 -0.1 -0.089
O 0.0272 -2.1342 -0.5106 -0.1 1.6 0.1 -0.541
O 2.0825 1.9449 0.6102 -0.4 -1.5 -0.1 -0.574
O -1.9293 -0.6930 -1.0828 2.5 0.4 1.2 -0.582
O -1.3909 -1.1919 1.2247 0.8 1.0 0.3 -0.533
S -0.8594 -1.0494 -0.1081 -1.4 -0.9 -1.6 1.103
H 0.0151 1.5980 -0.5094 0.7 -0.2 0.5 0.189
```
Positions in Å, forces in eV/Å.

=====

Quick rundown of frontier orbital gap, same order as above: 9.04, 9.02 eV
Quick rundown of LUMO level, same order as above: 0.036, 3.670 eV
Quick rundown of max |F|, same order as above: 8.3, 3.2 eV Å⁻¹